[1]
Density functional theory data (the ωB97M-V functional and the def2-TZVPD basis) for a structure of composition C41H23F14N4OPReS2.

Values from the calculation:
<S²> = 3.795
total charge = +2
E_HOMO (spin up / spin down) = -12.66 / -13.17 eV
orbital gap (spin up / spin down) = 4.09 / 4.60 eV
2S+1 = 4

Geometry as XYZ:
```
87
C41H23F14N4OPReS2, DFT the ωB97M-V functional and the def2-TZVPD basis
Re 13.15 -17.71 6.86
S 13.76 -19.66 5.70
C 14.80 -18.97 4.43
N 15.17 -19.78 3.49
N 15.77 -19.27 2.43
C 15.47 -19.82 1.16
C 15.29 -19.05 0.06
C 14.50 -19.48 -1.00
C 14.17 -20.82 -1.07
C 14.51 -21.67 0.00
C 15.06 -21.16 1.16
N 15.12 -17.68 4.61
N 14.09 -17.09 5.25
C 13.71 -15.82 4.49
C 14.64 -14.77 4.45
C 14.56 -13.96 3.32
C 13.69 -14.15 2.25
C 12.78 -15.19 2.35
C 12.80 -16.03 3.43
H 16.25 -18.38 2.59
H 15.74 -18.02 0.02
H 13.98 -18.79 -1.67
H 13.69 -21.15 -1.95
H 14.37 -22.75 -0.21
H 15.26 -21.79 2.02
H 16.03 -15.67 5.69
H 15.28 -13.19 3.12
H 13.82 -13.50 1.39
H 12.18 -15.51 1.53
H 12.18 -16.91 3.43
F 19.44 -13.08 8.06
C 18.27 -12.39 8.20
F 18.05 -12.37 9.59
F 18.56 -11.09 7.83
C 17.22 -12.98 7.34
C 16.04 -13.67 7.76
C 15.14 -14.17 6.84
C 15.67 -14.61 5.50
C 16.79 -13.74 5.10
C 17.52 -12.98 5.96
P 10.99 -16.91 7.84
C 10.22 -15.76 6.61
C 9.09 -16.23 5.92
C 8.55 -15.45 4.87
C 9.12 -14.25 4.42
C 10.20 -13.77 5.21
C 10.64 -14.43 6.34
C 8.81 -13.75 3.01
F 9.83 -14.21 2.22
F 8.78 -12.39 2.79
F 7.64 -14.24 2.56
C 10.16 -16.53 9.36
C 8.93 -15.90 9.50
C 8.33 -15.63 10.68
C 9.08 -15.68 11.86
C 10.38 -16.27 11.80
C 10.89 -16.71 10.55
C 8.75 -15.25 13.26
F 8.94 -13.89 13.41
F 7.45 -15.44 13.55
F 9.41 -15.90 14.29
H 15.67 -13.57 8.77
H 14.10 -14.44 7.19
H 17.11 -13.78 4.05
H 18.47 -12.57 5.69
H 8.69 -17.22 6.08
H 7.66 -15.81 4.40
H 10.76 -12.90 4.85
H 11.39 -13.99 7.01
H 8.26 -15.86 8.71
H 7.20 -15.43 10.66
H 10.99 -16.34 12.72
H 11.75 -17.37 10.43
O 15.54 -16.53 8.40
C 14.63 -17.12 7.95
F 10.68 -23.12 11.25
C 10.86 -22.02 10.42
C 11.56 -22.26 9.26
F 12.23 -23.41 9.03
C 11.31 -21.34 8.17
F 11.21 -21.86 6.91
C 10.70 -20.12 8.35
S 10.40 -18.96 7.03
C 9.99 -20.00 9.58
F 9.09 -19.02 9.60
C 10.00 -20.97 10.60
F 8.99 -20.95 11.46
```


[2]
Density functional theory data (the ωB97M-V functional and the def2-TZVPD basis) for a structure of composition C41H24Br2InN9O6S2.

Values from the calculation:
total charge = -2
E_HOMO = -3.48 eV
energy above the lowest of the compared OMol25 structures with the same formula, charge and spin = 26.93 kcal per mole
orbital gap = 6.84 eV
2S+1 = 1

Geometry as XYZ:
```
85
C41H24Br2InN9O6S2, DFT the ωB97M-V functional and the def2-TZVPD basis
In 0.65 -0.21 1.14
C 3.11 -0.66 4.78
C 3.21 0.61 5.32
C 2.53 1.67 4.76
C 1.70 1.48 3.64
C 1.66 0.21 3.07
C 2.36 -0.84 3.62
C 0.89 2.58 3.09
C 0.75 3.83 3.74
C 0.02 4.82 3.16
C -0.63 4.59 1.93
C -1.39 5.55 1.25
C -2.05 5.22 0.10
C -1.97 3.91 -0.42
C -1.21 2.96 0.20
C -0.51 3.28 1.38
N 0.25 2.34 1.97
H 3.62 -1.50 5.23
H 3.84 0.77 6.19
H 2.66 2.65 5.19
H 2.33 -1.81 3.14
H 1.20 3.99 4.71
H -0.10 5.79 3.64
H -1.44 6.56 1.65
H -2.65 5.95 -0.42
H -2.51 3.67 -1.32
H -1.12 1.96 -0.19
Br -1.48 -3.70 4.64
C -0.45 -4.23 3.13
C -0.17 -5.57 2.94
C 0.57 -5.96 1.85
Br 0.95 -7.82 1.64
C 1.04 -5.03 0.91
C 1.82 -5.35 -0.23
C 2.18 -4.35 -1.09
C 1.78 -3.04 -0.82
N 1.10 -2.71 0.24
C 0.73 -3.66 1.10
C -0.04 -3.21 2.25
O -0.33 -2.00 2.43
H -0.53 -6.30 3.65
H 2.12 -6.38 -0.39
H 2.78 -4.56 -1.97
H 2.03 -2.24 -1.50
O 3.14 -0.71 0.53
N 3.61 -0.23 -0.57
C 4.60 -0.89 -1.19
C 5.15 -0.46 -2.37
C 4.68 0.72 -2.94
C 3.67 1.40 -2.30
C 3.11 0.92 -1.11
S 1.85 1.74 -0.34
H 4.91 -1.80 -0.69
H 5.93 -1.04 -2.84
H 5.10 1.09 -3.87
H 3.26 2.31 -2.69
O -2.58 -0.06 -8.36
S -2.82 1.26 -7.78
O -1.62 1.97 -7.38
O -3.78 2.08 -8.51
C -3.62 0.68 -6.25
N -4.89 0.30 -6.31
C -5.36 -0.39 -5.29
C -4.59 -0.71 -4.18
C -3.27 -0.26 -4.21
N -2.81 0.42 -5.25
C -2.29 -0.48 -3.13
C -2.57 -1.16 -1.94
C -1.60 -1.21 -0.96
N -0.40 -0.66 -1.10
C -0.11 -0.08 -2.26
C -1.01 0.03 -3.29
H -6.40 -0.70 -5.36
H -5.00 -1.26 -3.34
H -3.53 -1.62 -1.76
H -1.77 -1.70 -0.01
H 0.89 0.33 -2.35
H -0.76 0.53 -4.22
O -1.60 0.22 1.51
N -1.44 0.54 2.75
C -2.46 0.87 3.49
C -2.19 1.25 4.82
N -2.02 1.59 5.90
C -3.82 0.93 3.09
N -4.91 0.99 2.73
```


[3]
Density functional theory data (the ωB97M-V functional and the def2-TZVPD basis) for a structure of composition C41H25CrF2N7O4S.

Values from the calculation:
<S²> = 0.759
total charge = -1
E_HOMO (spin up / spin down) = -5.31 / -5.12 eV
energy above the lowest of the compared OMol25 structures with the same formula, charge and spin = 0.00 kcal per mole
orbital gap (spin up / spin down) = 6.80 / 6.79 eV
2S+1 = 2

Geometry as XYZ:
```
81
C41H25CrF2N7O4S, DFT the ωB97M-V functional and the def2-TZVPD basis
Cr -0.46 0.31 0.59
F -3.40 -0.53 5.13
C -2.27 -0.07 4.55
C -2.12 -0.17 3.18
C -1.00 0.38 2.56
C -0.06 1.04 3.37
C -0.20 1.02 4.75
F 0.76 1.52 5.57
C -1.31 0.48 5.37
C 0.96 1.80 2.63
C 1.93 2.63 3.19
C 2.74 3.38 2.37
C 2.55 3.31 1.00
C 1.58 2.46 0.51
N 0.82 1.70 1.30
H -2.89 -0.66 2.61
H -1.41 0.50 6.44
H 2.05 2.69 4.26
H 3.51 4.02 2.80
H 3.15 3.90 0.32
H 1.40 2.39 -0.55
C -3.77 5.07 -5.27
C -3.32 4.61 -3.92
C -3.82 5.22 -2.77
C -3.44 4.79 -1.51
C -2.55 3.73 -1.39
C -2.04 3.11 -2.52
C -2.42 3.55 -3.77
S -2.06 3.19 0.24
O -0.73 3.71 0.45
O -3.06 3.64 1.18
N -1.99 1.56 0.14
C -3.18 0.92 -0.16
C -4.42 1.51 -0.39
C -5.54 0.72 -0.70
C -5.46 -0.64 -0.81
C -4.22 -1.28 -0.59
C -4.05 -2.68 -0.67
C -2.81 -3.20 -0.46
C -1.74 -2.35 -0.13
N -1.87 -1.05 -0.01
C -3.09 -0.50 -0.25
H -3.83 6.16 -5.31
H -4.76 4.67 -5.49
H -3.08 4.73 -6.05
H -4.54 6.03 -2.87
H -3.83 5.24 -0.61
H -1.34 2.28 -2.40
H -2.03 3.05 -4.65
H -4.53 2.57 -0.29
H -6.49 1.22 -0.86
H -6.32 -1.24 -1.06
H -4.90 -3.30 -0.90
H -2.63 -4.27 -0.53
H -0.76 -2.77 0.04
O 1.12 -0.03 -3.41
C 1.28 0.07 -2.19
O 0.33 0.29 -1.36
C 2.75 -0.05 -1.72
C 3.77 -0.13 -2.70
C 5.07 -0.11 -2.30
C 5.38 -0.09 -0.92
C 6.69 -0.07 -0.41
C 6.91 -0.06 0.94
C 5.83 -0.13 1.84
C 4.54 -0.16 1.37
C 4.29 -0.10 -0.02
N 3.00 -0.03 -0.44
H 3.48 -0.18 -3.73
H 5.89 -0.12 -3.01
H 7.53 -0.05 -1.10
H 7.92 -0.03 1.33
H 6.02 -0.16 2.91
H 3.70 -0.24 2.04
N 0.67 -1.13 1.09
C 1.35 -2.06 1.21
C 2.17 -3.15 1.40
C 3.31 -3.33 0.59
N 4.25 -3.50 -0.06
C 1.84 -4.10 2.39
N 1.54 -4.86 3.20
```


[4]
Density functional theory data (the ωB97M-V functional and the def2-TZVPD basis) for a structure of composition C41H28Br5FeN4O3PS.

Values from the calculation:
<S²> = 6.013
total charge = -2
E_HOMO (spin up / spin down) = 0.12 / 0.06 eV
energy above the lowest of the compared OMol25 structures with the same formula, charge and spin = 15.90 kcal per mole
orbital gap (spin up / spin down) = 3.37 / 3.43 eV
2S+1 = 5

Geometry as XYZ:
```
84
C41H28Br5FeN4O3PS, DFT the ωB97M-V functional and the def2-TZVPD basis
Fe -0.47 1.06 2.58
O -1.56 -0.53 1.42
N -2.50 -0.25 0.56
C -3.72 -0.77 0.80
C -4.71 -0.68 -0.15
C -4.50 0.07 -1.27
C -3.28 0.72 -1.43
C -2.29 0.54 -0.49
S -0.68 1.28 -0.70
H -3.72 -1.37 1.69
H -5.63 -1.22 0.05
H -5.31 0.21 -2.03
H -3.10 1.37 -2.25
Br -4.68 6.73 1.35
C -3.24 5.58 1.73
C -2.18 6.05 2.45
Br -2.09 7.80 3.11
C -1.13 5.18 2.79
Br 0.47 5.79 3.63
C -1.09 3.84 2.49
O -0.12 3.09 2.76
C -2.30 3.28 1.86
O -2.31 2.01 1.79
C -3.27 4.20 1.43
Br -4.78 3.50 0.37
Br 4.32 -4.35 -0.10
C 3.44 -3.08 1.02
C 4.13 -2.18 1.84
C 3.49 -1.15 2.53
C 2.06 -0.95 2.37
C 1.44 -1.85 1.44
C 2.09 -2.88 0.82
N 1.37 0.03 2.93
C 1.93 0.63 4.11
C 1.04 1.10 5.01
C 1.30 1.87 6.24
C 0.32 1.94 7.17
C -1.01 1.51 6.90
C -1.24 1.10 5.62
N -0.33 0.86 4.70
H 5.19 -2.25 1.90
H 4.10 -0.52 3.13
H 0.36 -1.74 1.46
H 1.58 -3.58 0.18
H 3.00 0.77 4.21
H 2.33 2.17 6.42
H 0.63 2.46 8.08
H -1.82 1.66 7.59
H -2.28 0.89 5.28
N 0.26 -0.06 -1.03
P 0.57 -0.72 -2.38
C 2.32 -0.87 -2.60
C 2.87 -1.33 -3.81
C 4.21 -1.57 -3.96
C 5.07 -1.36 -2.88
C 4.53 -0.92 -1.65
C 3.16 -0.65 -1.51
C -0.09 -0.03 -3.92
C 0.33 1.23 -4.33
C -0.28 1.89 -5.41
C -1.31 1.27 -6.14
C -1.63 -0.03 -5.78
C -1.08 -0.64 -4.67
C -0.05 -2.44 -2.38
C -0.68 -2.90 -1.22
C -1.01 -4.25 -1.08
C -0.73 -5.16 -2.06
C -0.07 -4.73 -3.21
C 0.28 -3.41 -3.35
H 2.21 -1.42 -4.65
H 4.57 -1.92 -4.93
H 6.14 -1.54 -3.01
H 5.19 -0.76 -0.83
H 2.75 -0.26 -0.58
H 1.08 1.76 -3.77
H 0.05 2.89 -5.73
H -1.71 1.71 -7.01
H -2.39 -0.58 -6.35
H -1.48 -1.63 -4.44
H -0.91 -2.16 -0.46
H -1.44 -4.58 -0.12
H -0.97 -6.20 -1.90
H 0.19 -5.44 -4.00
H 0.76 -3.11 -4.25
```


[5]
Density functional theory data (the ωB97M-V functional and the def2-TZVPD basis) for a structure of composition C41H28BrClF9N7O3Ti.

Values from the calculation:
total charge = 0
E_HOMO = -8.03 eV
energy above the lowest of the compared OMol25 structures with the same formula, charge and spin = 0.00 kcal per mole
orbital gap = 7.28 eV
2S+1 = 1

Geometry as XYZ:
```
91
C41H28BrClF9N7O3Ti, DFT the ωB97M-V functional and the def2-TZVPD basis
Ti -0.47 0.19 -0.34
C 2.69 -2.78 0.58
C 3.02 -3.39 -0.63
C 2.45 -2.91 -1.78
C 1.52 -1.87 -1.72
N 1.15 -1.33 -0.55
C 1.77 -1.76 0.57
N 1.07 -1.39 -2.94
C -0.01 -0.73 -3.10
N -1.01 -0.42 -2.18
C -2.10 0.10 -2.90
N -3.30 0.31 -2.55
C -3.85 -0.02 -1.31
C -5.25 0.10 -1.23
C -5.89 -0.17 -0.04
C -5.12 -0.55 1.05
C -3.75 -0.65 0.88
N -3.12 -0.40 -0.27
C -1.67 0.31 -4.30
C -2.34 0.87 -5.37
C -1.66 0.90 -6.59
C -0.38 0.37 -6.72
C 0.27 -0.21 -5.63
C -0.40 -0.21 -4.43
H 3.15 -3.07 1.51
H 3.74 -4.19 -0.67
H 2.70 -3.30 -2.76
H 1.53 -1.23 1.48
H -5.78 0.40 -2.12
H -6.96 -0.08 0.04
H -5.56 -0.75 2.01
H -3.14 -0.94 1.73
H -3.34 1.27 -5.26
H -2.14 1.34 -7.45
H 0.11 0.40 -7.68
H 1.26 -0.63 -5.72
Br -1.54 -3.75 -2.08
C -1.48 -3.71 -0.19
C -1.76 -4.88 0.51
C -1.71 -4.83 1.89
C -1.41 -3.63 2.52
C -1.15 -2.53 1.72
N -1.19 -2.57 0.39
C -0.82 -1.20 2.35
O -0.90 -1.05 3.55
O -0.51 -0.25 1.51
H -1.99 -5.79 -0.03
H -1.91 -5.72 2.47
H -1.36 -3.52 3.59
C -3.47 3.00 -0.03
C -1.96 2.94 0.19
O -1.45 1.74 -0.23
C -1.30 4.09 -0.61
F -0.02 4.30 -0.28
F -1.95 5.25 -0.45
F -1.33 3.79 -1.92
C -1.66 3.08 1.70
F -2.01 4.30 2.16
F -2.36 2.17 2.39
F -0.37 2.89 1.99
H -3.67 2.93 -1.10
H -3.89 3.92 0.36
H -3.93 2.15 0.47
F 3.08 2.38 7.54
C 3.31 1.11 7.19
F 2.54 0.34 7.99
F 4.59 0.83 7.49
C 2.99 0.86 5.74
C 3.94 0.35 4.87
C 3.56 0.13 3.56
N 2.34 0.38 3.09
C 1.44 0.88 3.94
C 1.72 1.13 5.27
H 4.95 0.13 5.20
H 4.27 -0.27 2.84
H 0.45 1.06 3.54
H 0.95 1.53 5.93
Cl 6.65 -0.26 -2.46
C 5.06 0.28 -1.98
C 4.75 0.35 -0.63
C 3.48 0.76 -0.26
C 2.51 1.10 -1.21
C 1.14 1.50 -0.80
C 2.88 1.06 -2.55
C 4.14 0.64 -2.94
H 5.49 0.08 0.11
H 3.22 0.81 0.80
H 0.68 2.13 -1.55
H 1.17 2.06 0.14
H 2.16 1.34 -3.31
H 4.41 0.60 -3.99
```